Formula: C17H40BiNP3Se
Source: the OMol25 dataset
Level of theory: wB97M-V/def2-TZVPD

Cartesian coordinates (Å):
Bi  0.87362  0.04551  0.03418
P  -0.98020  -0.62999  2.71303
P  1.75510  -2.70438  0.39326
P  -1.69478  -0.79631  -0.90379
H  -0.08769  5.01106  0.14813
C  -1.11787  4.66699  -0.01610
C  -1.91129  4.25837  0.98491
H  -1.58525  4.19862  2.03029
C  -0.45080  -0.12383  4.40410
C  -1.48123  -2.35334  3.16212
C  -2.64699  0.14404  2.78245
C  2.89225  -3.06083  -0.99012
C  2.80041  -3.12926  1.83095
C  0.58588  -4.10725  0.29361
C  -2.84581  0.62241  -0.92261
C  -2.77503  -2.16131  -0.33355
C  -1.63556  -1.18121  -2.70157
H  -1.52923  4.69902  -1.01676
H  -2.95687  3.98631  0.74682
H  -0.27967  0.95838  4.46868
H  0.47464  -0.63526  4.69424
H  -1.24749  -0.40010  5.10897
H  -0.58497  -2.96669  3.30965
H  -2.07564  -2.81293  2.36543
H  -2.06749  -2.36536  4.09139
H  -2.58276  1.21603  2.54929
H  -3.06277  0.02835  3.79579
H  -3.33520  -0.31691  2.06388
H  3.33736  -4.05273  -0.87528
H  3.68576  -2.30449  -1.00742
H  2.32549  -3.00709  -1.92784
H  3.30182  -4.09787  1.70833
H  2.15095  -3.15700  2.71593
H  3.56739  -2.35309  1.97216
H  1.13057  -5.06011  0.22802
H  -0.06205  -4.02166  -0.59203
H  -0.04948  -4.12112  1.19058
H  -3.41435  0.51416  -1.85484
H  -2.31141  1.58084  -0.91668
H  -3.52548  0.59434  -0.06389
H  -3.46386  -2.38844  -1.15725
H  -3.36264  -1.90250  0.55146
H  -2.17836  -3.05358  -0.11851
H  -2.62916  -1.13250  -3.17233
H  -1.23391  -2.19519  -2.81737
H  -0.95938  -0.48151  -3.21355
C  1.75532  1.74200  -3.32460
C  1.32034  2.95913  -2.69853
C  1.47439  4.16725  -3.39480
C  2.07083  4.22509  -4.65149
C  2.54755  3.04842  -5.23797
C  2.42858  1.83670  -4.57957
Se  1.60094  0.00178  -2.65565
H  0.70941  1.57508  0.94887
H  0.90463  2.91668  -1.69127
H  1.12053  5.09126  -2.91980
H  2.16835  5.16954  -5.14528
H  3.03987  3.05572  -6.21038
H  2.87483  0.91703  -4.99285
N  2.17975  0.88574  2.48292
H  3.07689  1.32325  2.25265
H  2.34911  0.07868  3.07864
H  1.62215  1.55610  3.00293

Calculated values
- HOMO-LUMO gap (spin up / spin down): 5.4 / 5.2 eV
- Electronic energy: -4365.4877 Eh
- Total charge: +3

***

Formula: C5H15N3O
Source: the OMol25 dataset
Level of theory: wB97M-V/def2-TZVPD

Cartesian coordinates (Å):
C  -0.38446  0.42157  -1.55400
C  -0.06427  1.85205  -1.93498
N  -1.58513  0.44838  -0.69326
N  -0.46424  -0.37509  -2.76166
H  0.21551  -1.09196  -0.14427
H  -2.34938  0.96090  -1.15354
H  -1.93256  -0.49455  -0.54919
H  -1.16904  -0.01958  -3.41840
H  -0.68171  -1.34401  -2.56646
H  0.84302  1.90723  -2.53706
H  -0.88633  2.28873  -2.53986
H  0.05592  2.48568  -1.05441
C  0.09331  0.44238  2.33808
C  0.65733  -0.86487  1.92015
N  0.67102  -1.88245  2.77502
C  1.12483  -1.03129  0.55266
O  1.77493  0.11321  0.09888
H  1.11427  0.35441  -0.67564
H  1.07878  -2.76864  2.51728
H  0.29796  -1.79530  3.70676
H  1.70084  -1.96065  0.42521
H  -0.43526  0.38468  3.29136
H  0.90160  1.17358  2.41122
H  -0.57693  0.79559  1.54612

Calculated values
- HOMO-LUMO gap (spin up / spin down): 5.6 / 5.6 eV
- Electronic energy: -438.8788 Eh

***

We obtain max |F| values of 2.66 0.91 eV Å⁻¹ for the records listed above, in that order.
We obtain ΔE to the lowest compared entry with this formula, charge and spin values of 1.768 4.249 eV for the records listed above, in that order.